Density functional theory data (ωB97M-V/def2-TZVPD) for a single C30H50 molecule.

**Electronic energy**: -1173.0239 hartree
**Structure (SMILES)**: CC(C)=CCC/C(C)=C/CC/C(C)=C/CC/C=C(\C)CC/C=C(\C)CCC=C(C)C

Each line ends with the natural charge from an NBO analysis.
CARTESIAN COORDINATES (ANGSTROEM)
C (-4.8988, -0.8966, -2.8958)  -0.631
C (3.7840, 2.9951, -0.9164)  0.038
H (6.3865, 0.8213, -0.7076)  0.189
H (-6.1579, 1.9773, -2.3809)  0.222
C (-0.0811, -1.0164, 0.8021)  -0.665
H (0.7277, 3.8597, 0.1380)  0.206
H (-0.6865, -1.8859, 1.0437)  0.213
H (1.2174, 1.8284, 1.4659)  0.205
H (3.5499, 1.0985, 1.8458)  0.228
H (-7.0575, -1.3198, 1.4232)  0.206
H (-4.7536, -1.5614, 1.0517)  0.192
H (3.9356, 2.6676, -3.0183)  0.215
C (-0.9451, 0.1454, 0.4007)  0.033
C (5.7980, 1.0715, 0.1672)  -0.199
H (3.0209, -1.5017, 0.3376)  0.201
H (2.3742, -5.9166, -1.1108)  0.209
H (-8.4874, -0.1660, -0.2551)  0.213
C (5.2082, 3.3857, -0.6056)  -0.423
H (0.5910, -1.2866, -0.0133)  0.225
C (1.3334, 3.0623, -0.2987)  -0.432
H (5.8224, 3.2721, -1.5008)  0.200
H (-6.7864, -1.6649, -1.1874)  0.190
C (3.6197, 2.1259, -2.1258)  -0.656
H (5.9827, -1.4490, -0.4069)  0.206
H (-5.0477, -0.5282, -3.9109)  0.210
H (-2.8823, 0.6564, -0.3472)  0.207
H (5.3429, -1.9954, 1.1481)  0.204
H (-5.6842, 1.7101, 3.1443)  0.221
H (3.8404, -0.5627, 2.3707)  0.210
C (5.8013, 2.5240, 0.5244)  -0.423
H (2.5946, 1.7978, -2.2627)  0.212
H (1.0689, 2.9856, -1.3550)  0.204
H (-7.7044, 0.2186, 2.0134)  0.205
H (3.6883, -1.0213, -1.2204)  0.209
C (0.9921, 1.7379, 0.3966)  -0.423
H (1.6341, 0.9487, -0.0025)  0.207
C (4.3200, 0.3544, 2.0385)  -0.667
H (5.2487, 4.4328, -0.2965)  0.214
H (-1.1121, 2.1723, -0.0578)  0.190
H (3.8273, -6.1963, -0.1599)  0.209
H (3.0214, 4.0169, 0.7194)  0.191
C (-5.6092, 0.2482, 1.5890)  0.022
C (3.2361, -4.1435, -0.2808)  0.031
C (3.8367, -1.6806, -0.3610)  -0.421
H (4.9474, 0.7195, 2.8513)  0.222
C (-7.0066, -0.2356, 1.3063)  -0.417
H (0.5284, -0.7647, 1.6689)  0.218
H (-2.6518, -1.0240, 2.1877)  0.205
C (-2.4104, -0.1372, 0.2336)  -0.405
C (2.7857, 3.4018, -0.1407)  -0.200
C (-5.6800, -0.0643, -1.9232)  0.036
C (5.1725, -1.3123, 0.3120)  -0.416
C (-5.5185, 1.6689, 2.0667)  -0.656
H (-4.5497, 2.1115, 1.8544)  0.214
H (3.9582, -5.5050, -1.7812)  0.213
H (-5.1918, 1.7711, -0.9200)  0.221
H (-2.9854, 0.7053, 2.1344)  0.205
C (2.3648, -4.0926, 0.9394)  -0.649
H (-2.5491, -1.0793, -0.3024)  0.201
C (-5.3476, 1.4028, -1.9311)  -0.664
C (-6.6067, -0.5982, -1.1377)  -0.204
C (5.1463, 0.1069, 0.8060)  0.032
C (3.8489, -3.1015, -0.8295)  -0.201
H (-7.3719, 1.2030, -0.2712)  0.201
H (1.3290, -4.2952, 0.6655)  0.216
H (5.2320, 2.6950, 1.4366)  0.205
H (2.6748, -4.8617, 1.6459)  0.214
C (-7.4408, 0.1252, -0.1280)  -0.427
C (3.3602, -5.5177, -0.8738)  -0.631
H (4.4640, -3.2714, -1.7052)  0.190
H (-6.2879, 2.2753, 1.5919)  0.211
H (-5.2015, -1.9400, -2.8563)  0.211
C (-3.1202, -0.2327, 1.5966)  -0.431
C (-0.4490, 1.3647, 0.2237)  -0.200
H (-3.8337, -0.8327, -2.6733)  0.210
H (-4.4447, 1.5843, -2.5090)  0.214
H (2.4057, -3.1311, 1.4397)  0.212
C (-4.5683, -0.5557, 1.4083)  -0.181
H (6.8320, 2.8483, 0.6999)  0.210
H (4.2556, 1.2471, -2.0285)  0.222


Density functional theory data (ωB97M-V/def2-TZVPD) for a molecular structure, C23H14AsFO5SW.

**2S+1**: 3
**Electronic energy**: -4061.9739 hartree
**Expectation value of S²**: 2.016

Each line ends with the natural charge from an NBO analysis.
CARTESIAN COORDINATES (ANGSTROEM)
H (-3.6250, 2.3268, 2.2463)  0.224
C (-1.8650, 0.4189, 0.0746)  -0.257
H (0.4422, 0.5638, -4.8561)  0.225
H (-2.5612, -0.2542, -1.8412)  0.227
H (0.1650, 1.1043, -2.4635)  0.232
C (0.3606, -1.5604, -4.5441)  -0.193
C (-4.3302, 1.6474, 0.3360)  -0.192
H (0.4913, -1.7969, -5.5919)  0.221
H (-2.2107, -4.7367, 1.6189)  0.223
C (-1.3255, -2.9190, 0.9057)  -0.184
O (2.0366, 2.0050, 2.5953)  -0.667
H (-0.0136, -3.0841, -1.5421)  0.226
C (-2.8002, 0.3068, -0.9463)  -0.243
H (1.3360, -3.4402, 3.6485)  0.230
S (2.0298, -1.0502, 2.3401)  -0.082
C (-2.1577, 1.1457, 1.2261)  -0.215
H (-1.4209, 1.2368, 2.0161)  0.222
O (1.3222, 2.6202, 0.1156)  -0.674
H (-4.7683, 0.8448, -1.6024)  0.220
O (3.1968, 4.7802, -1.0287)  -0.461
C (-4.0353, 0.9250, -0.8103)  -0.192
C (-0.2839, -2.0099, 1.0499)  -0.433
O (4.5341, 3.5904, 3.3989)  -0.461
O (5.2247, 5.2941, 1.0622)  -0.424
C (3.9406, 3.6615, 2.3589)  0.403
C (2.3384, 3.2678, 0.6531)  0.167
As (-0.1475, -0.4358, -0.0281)  1.117
C (0.2366, -2.5831, -3.6161)  -0.193
C (0.6787, -2.1875, 2.0417)  -0.017
H (-0.4903, -5.0733, 3.3691)  0.222
C (0.5946, -3.3002, 2.8728)  -0.254
C (4.3070, 4.5372, 1.1444)  0.396
C (-3.3935, 1.7584, 1.3554)  -0.201
C (0.0290, -0.9605, -1.8645)  -0.260
H (0.2726, -3.6150, -3.9399)  0.220
C (2.7239, 2.9351, 1.9374)  0.130
C (-1.4017, -4.0278, 1.7329)  -0.220
H (-5.2936, 2.1302, 0.4355)  0.221
C (0.1696, 0.0703, -2.7914)  -0.228
H (-2.0811, -2.7488, 0.1466)  0.221
C (3.2444, 4.2753, 0.0584)  0.402
F (2.7322, 0.2399, -0.5550)  -0.553
C (0.3301, -0.2332, -4.1332)  -0.199
C (0.0730, -2.2864, -2.2694)  -0.240
W (1.8315, 0.8310, 0.9698)  1.469
C (-0.4363, -4.2137, 2.7138)  -0.173


For each record above, in turn, the calculated ΔE to the lowest compared entry with this formula, charge and spin values are 0.2714, 0.4019 eV.